No. 1
Formula: C28H45BrMoN2P2
Source: the OMol25 dataset
Level of theory: the ωB97M-V functional and the def2-TZVPD basis

Geometry (Å):
N 4.941 -4.558 -1.556
C 5.263 -3.691 -0.601
C 4.439 -3.439 0.496
C 3.197 -4.110 0.565
C 2.854 -4.994 -0.485
C 3.783 -5.204 -1.508
C 2.198 -3.728 1.546
Mo -1.146 -0.052 0.884
P -1.611 2.559 0.618
C 0.868 -3.917 1.316
C -0.081 -2.862 1.689
C -1.325 -2.784 1.017
C -2.325 -1.869 1.448
C -2.020 -1.002 2.538
C -0.675 -0.875 2.991
C 0.288 -1.816 2.556
Br -3.296 0.560 2.900
H 2.558 -3.281 2.487
H 0.460 -4.753 0.732
H 4.748 -2.758 1.288
H 1.899 -5.518 -0.490
H 6.221 -3.187 -0.696
H 3.540 -5.924 -2.287
H -1.563 -3.524 0.252
H 1.285 -1.854 3.010
H -3.358 -1.944 1.124
H -0.458 -0.200 3.815
P -0.547 -0.500 -1.479
C -1.024 3.062 2.307
C -2.015 3.845 3.161
H -0.098 3.639 2.154
H -0.714 2.142 2.832
H -1.578 3.999 4.159
H -2.237 4.833 2.740
H -2.951 3.293 3.295
C -3.410 2.332 0.213
C -4.355 3.494 0.468
H -3.759 1.467 0.803
H -3.438 2.025 -0.847
H -5.389 3.117 0.504
H -4.156 3.997 1.424
H -4.313 4.227 -0.344
C -1.199 4.024 -0.412
C -1.666 5.384 0.116
H -1.622 3.853 -1.411
H -0.105 4.023 -0.529
H -1.434 6.166 -0.624
H -2.748 5.407 0.299
H -1.156 5.646 1.049
C 0.344 0.632 -2.607
C -0.310 1.974 -2.911
H 0.447 0.057 -3.540
H 1.356 0.768 -2.195
H -0.039 2.281 -3.932
H -1.406 1.948 -2.853
H 0.045 2.758 -2.235
C -2.163 -0.671 -2.343
C -2.988 -1.888 -1.949
H -1.913 -0.709 -3.414
H -2.731 0.258 -2.185
H -3.871 -1.939 -2.599
H -2.424 -2.820 -2.073
H -3.340 -1.839 -0.913
C 0.330 -2.082 -1.792
C 1.795 -2.026 -2.222
H -0.269 -2.601 -2.556
H 0.243 -2.681 -0.874
H 2.076 -3.018 -2.596
H 1.985 -1.307 -3.028
H 2.462 -1.803 -1.378
C 4.091 1.680 0.840
C 3.206 0.679 0.085
C 1.836 0.742 0.525
N 0.741 0.581 0.909
H 3.731 2.702 0.681
H 5.129 1.614 0.507
H 4.061 1.453 1.909
H 3.238 0.862 -1.008
H 3.567 -0.360 0.223

Properties
Total energy (eV): -123176.429
⟨S²⟩: 2.31
Multiplicity: 3
Total charge: +4
Highest occupied orbital energy (spin up / spin down) (eV): -20.27 / -20.14
E_LUMO (spin up / spin down) (eV): -14.36 / -14.98
Molar mass (u): 647.47

=====

No. 2
Formula: C28H45BrN2OP2Pd
Source: the OMol25 dataset
Level of theory: the ωB97M-V functional and the def2-TZVPD basis

Geometry (Å):
C -0.540 5.923 -3.356
C -0.757 4.632 -3.903
C -0.962 4.546 -5.294
C -0.999 5.718 -6.063
N -0.801 6.909 -5.525
C -0.576 7.031 -4.220
C -0.810 3.342 -3.204
C -0.966 2.676 -2.084
C -1.205 2.328 -0.701
C -0.115 2.036 0.140
C -0.299 1.144 1.192
C -1.549 0.537 1.363
C -2.679 0.999 0.683
C -2.495 1.880 -0.376
Pd -0.860 1.413 -3.542
P 1.996 -1.218 0.436
H -1.095 3.600 -5.799
H -0.326 6.099 -2.300
H -1.178 5.678 -7.141
H -0.403 8.050 -3.846
H -3.356 2.207 -0.971
H 0.885 2.410 -0.091
H -3.669 0.669 0.991
H 0.507 0.883 1.883
C 1.954 -2.660 1.620
C 3.026 -3.732 1.477
H 0.953 -3.099 1.485
H 1.959 -2.205 2.623
H 2.974 -4.409 2.338
H 2.875 -4.336 0.573
H 4.037 -3.314 1.453
C 3.009 -1.795 -1.007
C 3.626 -0.655 -1.824
H 2.301 -2.354 -1.643
H 3.767 -2.518 -0.666
H 3.640 -0.934 -2.883
H 3.064 0.280 -1.730
H 4.662 -0.461 -1.527
C 3.162 -0.109 1.341
C 4.586 -0.611 1.544
H 2.691 0.106 2.318
H 3.165 0.831 0.766
H 5.195 0.221 1.918
H 4.632 -1.407 2.295
H 5.054 -0.972 0.622
Br -1.794 -0.807 2.681
P -2.202 -2.957 -1.677
C -0.383 -3.222 -1.438
C -0.049 -4.707 -1.628
H -0.106 -2.869 -0.429
H 0.140 -2.593 -2.173
H 1.038 -4.848 -1.716
H -0.410 -5.310 -0.782
H -0.524 -5.096 -2.541
C -2.722 -3.006 0.111
C -4.153 -3.509 0.316
H -2.602 -1.985 0.504
H -2.006 -3.641 0.659
H -4.376 -3.539 1.392
H -4.874 -2.839 -0.173
H -4.275 -4.524 -0.087
C -2.377 -1.184 -2.120
C -2.725 -1.117 -3.611
H -1.440 -0.664 -1.868
H -3.172 -0.743 -1.502
H -3.038 -0.100 -3.884
H -1.857 -1.405 -4.220
H -3.544 -1.813 -3.837
C -0.874 2.044 4.801
N 0.069 1.351 5.657
C -0.136 1.399 7.095
C 1.108 0.666 5.123
O 1.346 0.559 3.915
H -1.461 2.732 5.419
H -1.544 1.326 4.311
H -0.340 2.597 4.024
H 0.493 0.631 7.561
H 0.151 2.380 7.500
H -1.190 1.231 7.348
H 1.746 0.201 5.902

Properties
Total energy (eV): -126845.714
⟨S²⟩: 6.03
Multiplicity: 5
Total charge: +4
Highest occupied orbital energy (spin up / spin down) (eV): -17.18 / -17.18
E_LUMO (spin up / spin down) (eV): -12.10 / -14.75
Molar mass (u): 673.95

=====

No. 3
Formula: C28H45CaN5O9P2S
Source: the OMol25 dataset
Level of theory: the ωB97M-V functional and the def2-TZVPD basis

Geometry (Å):
Ca -0.647 -0.832 0.749
O -2.256 2.728 -1.639
C -3.518 2.266 -1.819
C -4.356 3.000 -2.653
C -5.644 2.565 -2.901
C -6.122 1.394 -2.312
C -5.297 0.681 -1.461
C -3.989 1.094 -1.201
C -3.100 0.327 -0.274
O -1.835 0.717 -0.221
N -3.643 -0.621 0.450
N -2.706 -1.281 1.284
C -3.163 -2.006 2.226
C -2.329 -2.737 3.193
C -3.001 -3.342 4.265
C -2.339 -4.015 5.271
C -0.942 -4.093 5.203
C -0.251 -3.527 4.154
C -0.902 -2.830 3.110
O -0.212 -2.313 2.131
H -1.822 2.066 -1.045
H -3.970 3.910 -3.099
H -6.284 3.143 -3.558
H -7.127 1.045 -2.518
H -5.647 -0.215 -0.962
H -4.243 -2.065 2.343
H -4.084 -3.257 4.296
H -2.884 -4.463 6.092
H -0.395 -4.604 5.990
H 0.831 -3.591 4.100
N -2.965 2.600 1.926
N -2.177 3.262 2.870
C -1.321 2.629 3.696
N -0.517 3.482 4.407
S -1.222 0.978 3.833
H -2.387 1.912 1.453
H -3.685 2.089 2.417
H -2.045 4.238 2.681
H -0.857 4.415 4.585
H -0.045 3.043 5.178
C 0.869 -0.519 -5.258
C 0.112 -0.717 -3.969
C -0.920 0.351 -3.692
O 1.129 -0.679 -2.881
P 0.999 -1.661 -1.675
O -0.365 -1.816 -1.102
C 2.271 -1.041 -0.533
P 1.954 0.537 0.335
O 0.940 0.409 1.406
O 3.347 1.030 0.858
C 4.068 0.330 1.938
C 3.421 0.585 3.285
C 5.489 0.821 1.864
O 1.604 1.491 -0.835
C 1.371 2.953 -0.800
C 0.730 3.400 0.501
C 2.673 3.648 -1.112
O 1.475 -3.069 -2.179
C 2.689 -3.283 -2.964
C 2.300 -4.137 -4.144
C 3.726 -3.942 -2.083
H 0.170 -0.521 -6.096
H 1.609 -1.308 -5.418
H 1.388 0.444 -5.239
H -0.361 -1.698 -3.962
H -0.440 1.331 -3.621
H -1.443 0.158 -2.754
H -1.653 0.376 -4.501
H 3.205 -0.947 -1.088
H 2.363 -1.807 0.248
H 4.050 -0.743 1.721
H 3.461 1.654 3.521
H 3.972 0.035 4.053
H 2.379 0.265 3.311
H 5.526 1.889 2.098
H 5.906 0.668 0.866
H 6.104 0.282 2.589
H 0.666 3.103 -1.611
H 1.397 3.249 1.357
H -0.202 2.861 0.693
H 0.512 4.468 0.420
H 3.416 3.435 -0.339
H 2.503 4.727 -1.152
H 3.068 3.320 -2.077
H 3.053 -2.318 -3.320
H 1.908 -5.097 -3.795
H 3.171 -4.319 -4.778
H 1.527 -3.648 -4.742
H 3.321 -4.868 -1.666
H 4.024 -3.295 -1.253
H 4.618 -4.180 -2.669

Properties
Total energy (eV): -103504.895
Total charge: 0
Highest occupied orbital energy (eV): -6.59
E_LUMO (eV): 0.18
Molar mass (u): 729.79